1.
Formula: C3H6F2OP2
Source: the Open Molecules 2025 dataset
Level of theory: the ωB97M-V functional and the def2-TZVPD basis

Each atom is followed by the atoms it is bonded to, with distances in Å.
Positions of all 14 atoms, in Å:
1 P -2.052 1.824 -0.392  C7 1.915, H10 1.443, H14 1.432
2 P 0.413 -2.289 -0.194  C6 1.903, H9 1.358, H12 1.390
3 F 1.168 0.853 1.330  C8 1.394
4 F -2.390 -0.774 -0.748  C7 1.370
5 O -0.523 -0.216 -1.807  C6 1.445, C7 1.350
6 C 0.018 -0.451 -0.488  P2 1.903, O5 1.445, C7 1.478, C8 1.597
7 C -1.329 0.091 -0.768  P1 1.915, F4 1.370, O5 1.350, C6 1.478
8 C 1.208 0.506 -0.020  F3 1.394, C6 1.597, H11 1.032, H13 1.039
9 H 1.559 -1.949 -0.839  P2 1.358
10 H -2.553 1.075 0.735  P1 1.443
11 H 2.041 -0.103 -0.044  C8 1.032
12 H 0.975 -1.820 0.988  P2 1.390
13 H 1.112 1.401 -0.537  C8 1.039
14 H -0.901 1.905 0.456  P1 1.432

## Properties
Gap between HOMO and LUMO = 0.4086 Eh
Charge = 0
Structure (SMILES) = FC[C@]1(P)O[C@]1(F)P
Electronic energy = -29264.7286 eV
Energy above the lowest of the compared OMol25 structures with the same formula, charge and spin = 21.5 kcal per mole
HOMO = -0.3777 Ha

Atomic partial charges in e from the natural (NBO) method, atoms 1 to 2: number 1, P, carries 0.2656; number 2, P, carries 0.3509

2.
Formula: C6H15NO
Source: the Open Molecules 2025 dataset
Level of theory: the ωB97M-V functional and the def2-TZVPD basis

Each atom is followed by the atoms it is bonded to, with distances in Å.
Positions of all 23 atoms, in Å:
1 O -0.473 0.498 -3.049  H14 0.962, H18 0.961
2 N -1.744 -0.418 -0.230  C5 1.410, H9 1.021, H10 1.024
3 C 1.433 0.483 -0.385  C4 1.510, C7 1.324, H16 1.083
4 C 2.537 1.199 -1.126  C3 1.510, H11 1.081, H13 1.099, H20 1.082
5 C -0.968 -0.855 0.863  N2 1.410, C6 1.530, C8 1.534, H22 1.120
6 C -1.789 -1.690 1.848  C5 1.530, H19 1.088, H21 1.074, H23 1.091
7 C 0.799 0.978 0.666  C3 1.324, C8 1.511, H17 1.087
8 C -0.160 0.241 1.571  C5 1.534, C7 1.511, H12 1.089, H15 1.091
9 H -2.664 -0.847 -0.338  N2 1.021
10 H -1.286 -0.036 -1.062  N2 1.024
11 H 2.465 2.275 -1.188  C4 1.081
12 H 0.317 -0.180 2.455  C8 1.089
13 H 3.455 1.109 -0.529  C4 1.099
14 H 0.043 1.277 -2.818  O1 0.962
15 H -0.907 0.996 1.820  C8 1.091
16 H 1.350 -0.517 -0.793  C3 1.083
17 H 1.060 1.981 0.997  C7 1.087
18 H 0.110 -0.157 -3.441  O1 0.961
19 H -1.147 -2.331 2.450  C6 1.088
20 H 2.700 0.743 -2.094  C4 1.082
21 H -2.653 -2.180 1.440  C6 1.074
22 H -0.264 -1.579 0.379  C5 1.120
23 H -2.216 -0.990 2.567  C6 1.091

## Properties
Gap between HOMO and LUMO (spin up / spin down) = 0.3868 / 0.2067 Eh
Multiplicity = 2
Charge = +1
Expectation value of S² = 0.755
Electronic energy = -9993.9044 eV
Energy above the lowest of the compared OMol25 structures with the same formula, charge and spin = 30.8 kcal per mole
HOMO (spin up / spin down) = -0.4918 / -0.4914 Ha

Atomic partial charges in e from the natural (NBO) method, atoms 1 to 2: number 1, O, carries -0.9608; number 2, N, carries -0.2977

3.
Formula: N2
Source: the Open Molecules 2025 dataset
Level of theory: the ωB97M-V functional and the def2-TZVPD basis

Each atom is followed by the atoms it is bonded to, with distances in Å.
Positions of all 2 atoms, in Å:
1 N -0.161 -0.604 0.523  N2 1.629
2 N 0.161 0.604 -0.523  N1 1.629

## Properties
Gap between HOMO and LUMO = 0.3693 Eh
Charge = 0
Structure (SMILES) = N#N
Electronic energy = -2973.0560 eV
Energy above the lowest of the compared OMol25 structures with the same formula, charge and spin = 185.0 kcal per mole
HOMO = -0.4533 Ha

Population analysis type natural (NBO), resulting atomic charges in e: number 1, N, carries 0.0000; number 2, N, carries 0.0000

4.
Formula: C12H13N3
Source: the Open Molecules 2025 dataset
Level of theory: the ωB97M-V functional and the def2-TZVPD basis

Each atom is followed by the atoms it is bonded to, with distances in Å.
Positions of all 28 atoms, in Å:
1 N 1.132 4.116 0.325  C13 1.163
2 N -3.181 3.294 -0.753  C5 1.311, C7 1.324
3 N 3.423 -4.537 0.771  C10 1.323, C12 1.283
4 C 2.031 -2.714 0.268  C8 1.413, C10 1.366, H26 1.071
5 C -2.501 2.174 -0.704  N2 1.311, C15 1.360, H21 1.077
6 C 4.349 -2.352 0.730  C8 1.399, C12 1.385, H23 1.097
7 C -4.496 3.202 -0.639  N2 1.324, C9 1.390, H22 1.068
8 C 3.108 -1.807 0.384  C4 1.413, C6 1.399, H28 1.082
9 C -5.170 1.999 -0.462  C7 1.390, C14 1.390, H24 1.083
10 C 2.228 -4.048 0.485  N3 1.323, C4 1.366, H18 1.079
11 C 1.309 1.476 0.027  C13 1.503, H19 1.079, H25 1.067, H27 1.086
12 C 4.396 -3.719 0.943  N3 1.283, C6 1.385, H17 1.100
13 C 1.175 2.968 0.148  N1 1.163, C11 1.503
14 C -4.438 0.818 -0.516  C9 1.390, C15 1.341, H20 1.071
15 C -3.109 0.960 -0.630  C5 1.360, C14 1.341, H16 1.091
16 H -2.537 0.032 -0.606  C15 1.091
17 H 5.397 -4.081 1.221  C12 1.100
18 H 1.364 -4.693 0.505  C10 1.079
19 H 2.210 1.159 0.528  C11 1.079
20 H -4.988 -0.100 -0.536  C14 1.071
21 H -1.460 2.258 -0.968  C5 1.077
22 H -5.057 4.107 -0.725  C7 1.068
23 H 5.236 -1.707 0.736  C6 1.097
24 H -6.252 1.997 -0.496  C9 1.083
25 H 1.337 1.157 -0.991  C11 1.067
26 H 1.063 -2.306 0.056  C4 1.071
27 H 0.449 1.080 0.560  C11 1.086
28 H 2.983 -0.734 0.340  C8 1.082

## Properties
Gap between HOMO and LUMO = 0.3775 Eh
Charge = 0
Structure (SMILES) = c1ccncc1.c1ccncc1.CC#N
Electronic energy = -17123.5607 eV
Energy above the lowest of the compared OMol25 structures with the same formula, charge and spin = 16.4 kcal per mole
HOMO = -0.3644 Ha

Atomic partial charges in e from the natural (NBO) method, atoms 1 to 2: number 1, N, carries -0.3156; number 2, N, carries -0.3972